[1]
195
Properties=species:S:1:pos:R:3:lowdin_charge:R:1 method="wB97M-V/def2-TZVPD" fmax_ev_per_a=14.3 charge=+6 homo_lumo_gap_ha=0.2654 molar_mass_da=1065.5
Br 0.060 -0.194 0.047 -0.44
C 0.419 -0.292 4.106 -0.16
O 0.295 -0.905 5.311 -0.18
C 0.664 -0.151 6.457 -0.21
C 0.335 -0.878 7.661 -0.09
N 1.226 -2.012 8.106 0.09
H 2.169 -1.831 7.720 0.18
H 1.283 -2.055 9.115 0.20
C 0.857 -3.299 7.560 -0.12
C 2.109 -4.120 7.234 -0.17
O 2.779 -3.223 6.356 -0.23
C 4.107 -3.677 6.163 -0.07
H -0.066 -0.930 3.373 0.06
H 1.471 -0.065 3.823 0.10
H -0.139 0.640 4.005 0.07
H 0.094 0.810 6.439 0.16
H 1.732 0.088 6.440 0.15
H -0.655 -1.337 7.524 0.15
H 0.267 -0.111 8.408 0.15
H 0.416 -3.149 6.583 0.12
H 0.050 -3.701 8.174 0.16
H 1.779 -5.089 6.797 0.15
H 2.750 -4.337 8.088 0.14
H 4.625 -2.927 5.548 0.09
H 3.977 -4.633 5.632 0.10
H 4.619 -3.814 7.136 0.11
C -6.879 0.740 -6.513 -0.08
O -5.727 0.934 -7.371 -0.19
C -5.888 0.422 -8.677 -0.17
C -4.641 -0.512 -8.973 -0.03
N -4.499 -1.797 -8.069 0.11
H -4.896 -1.521 -7.173 0.14
H -5.182 -2.451 -8.419 0.18
C -3.053 -2.247 -7.821 -0.09
C -2.396 -1.499 -6.780 -0.21
O -3.132 -1.612 -5.567 -0.17
C -3.180 -0.558 -4.722 -0.14
H -7.852 0.994 -6.905 0.09
H -6.785 1.488 -5.726 0.09
H -6.964 -0.267 -6.043 0.09
H -5.885 1.204 -9.480 0.16
H -6.792 -0.147 -8.823 0.13
H -3.662 0.000 -8.887 0.13
H -4.684 -0.913 -9.987 0.14
H -2.561 -2.112 -8.759 0.14
H -2.971 -3.294 -7.641 0.14
H -2.434 -0.401 -6.963 0.13
H -1.328 -1.804 -6.812 0.15
H -3.366 0.410 -5.228 0.10
H -2.221 -0.522 -4.187 0.08
H -3.960 -0.702 -3.965 0.10
C -4.074 -3.011 5.357 -0.08
O -3.755 -3.677 4.154 -0.21
C -2.564 -4.490 4.270 -0.19
C -2.708 -5.538 3.173 -0.05
N -3.135 -4.819 1.891 0.07
H -3.274 -5.415 1.037 0.20
H -4.060 -4.423 2.010 0.17
C -2.129 -3.751 1.500 -0.09
C -2.467 -3.313 0.077 -0.21
O -2.331 -4.493 -0.681 -0.20
C -1.062 -4.622 -1.327 -0.05
H -4.972 -2.451 5.150 0.09
H -3.305 -2.336 5.709 0.08
H -4.322 -3.673 6.179 0.10
H -2.539 -4.974 5.254 0.14
H -1.679 -3.822 4.285 0.12
H -3.490 -6.222 3.449 0.14
H -1.818 -6.129 2.997 0.14
H -1.157 -4.283 1.541 0.14
H -2.204 -3.034 2.297 0.11
H -1.802 -2.490 -0.276 0.06
H -3.490 -2.897 -0.002 0.14
H -0.916 -3.871 -2.104 0.10
H -1.039 -5.643 -1.663 0.10
H -0.324 -4.512 -0.542 0.06
C -0.704 4.530 -3.988 -0.08
C -1.229 3.098 -4.351 -0.21
C -0.215 2.007 -3.877 -0.17
C 1.085 2.204 -4.639 -0.14
N 2.132 1.195 -4.346 -0.27
C 3.399 1.622 -5.127 -0.09
C 4.353 0.477 -5.129 -0.13
C 3.422 -0.780 -5.165 -0.10
C 2.009 -0.156 -4.960 -0.10
C 2.429 1.093 -2.893 0.01
H -0.725 4.723 -2.897 0.06
H -1.277 5.291 -4.528 0.09
H 0.365 4.680 -4.247 0.07
H -1.492 3.011 -5.398 0.11
H -2.121 2.948 -3.786 0.08
H -0.634 1.018 -4.147 0.10
H -0.055 2.087 -2.800 0.10
H 1.634 3.114 -4.335 0.13
H 0.872 2.213 -5.686 0.14
H 3.770 2.615 -4.843 0.16
H 2.976 1.734 -6.114 0.14
H 5.072 0.489 -4.293 0.11
H 4.965 0.397 -6.028 0.14
H 3.653 -1.410 -4.323 0.07
H 3.452 -1.440 -6.034 0.13
H 1.395 -0.760 -4.253 0.14
H 1.505 -0.094 -5.891 0.12
H 1.622 0.618 -2.389 0.01
H 2.626 2.094 -2.485 0.12
H 3.312 0.491 -2.780 0.09
C 6.478 -2.405 -3.256 -0.10
C 5.667 -3.696 -3.148 -0.23
C 5.229 -3.977 -1.706 -0.17
C 4.532 -2.734 -1.118 -0.12
N 3.832 -2.960 0.179 -0.30
C 3.743 -1.602 0.914 -0.11
C 5.147 -1.368 1.406 -0.14
C 5.820 -2.774 1.551 -0.08
C 4.647 -3.702 1.147 -0.12
C 2.489 -3.540 0.034 0.00
H 6.023 -1.447 -3.017 0.04
H 6.763 -2.309 -4.319 0.09
H 7.384 -2.482 -2.626 0.10
H 6.298 -4.544 -3.411 0.13
H 4.827 -3.680 -3.835 0.10
H 6.102 -4.344 -1.121 0.13
H 4.540 -4.830 -1.742 0.12
H 3.763 -2.323 -1.763 0.13
H 5.292 -1.971 -0.909 0.11
H 3.001 -1.794 1.681 0.11
H 3.403 -0.849 0.172 0.12
H 5.209 -0.698 2.278 0.13
H 5.650 -0.840 0.567 0.12
H 6.017 -2.981 2.596 0.11
H 6.726 -2.972 0.962 0.13
H 3.933 -3.850 1.943 0.13
H 4.909 -4.710 0.738 0.16
H 1.990 -3.416 1.010 0.11
H 2.562 -4.554 -0.329 0.12
H 1.885 -2.884 -0.569 0.07
C -2.835 5.780 0.008 -0.07
C -3.226 4.757 -1.090 -0.22
C -3.457 3.343 -0.598 -0.19
C -4.533 3.205 0.453 -0.09
N -4.432 1.884 1.234 -0.25
C -5.432 1.925 2.376 -0.09
C -4.826 1.218 3.575 -0.11
C -3.440 0.709 3.061 -0.13
C -3.110 1.677 1.913 -0.13
C -4.757 0.641 0.436 0.04
H -1.844 5.654 0.462 0.05
H -3.615 5.727 0.821 0.08
H -2.904 6.834 -0.308 0.09
H -2.421 4.740 -1.825 0.07
H -4.158 5.094 -1.595 0.14
H -2.508 2.977 -0.224 0.10
H -3.744 2.638 -1.405 0.12
H -5.554 3.312 0.152 0.15
H -4.286 3.891 1.229 0.10
H -6.340 1.438 2.016 0.14
H -5.652 2.973 2.496 0.13
H -5.518 0.420 3.786 0.11
H -4.779 1.846 4.480 0.14
H -3.492 -0.357 2.746 0.11
H -2.556 0.771 3.734 0.11
H -2.362 1.321 1.251 0.05
H -2.777 2.607 2.381 0.15
H -3.912 0.376 -0.221 0.11
H -5.662 0.856 -0.080 0.11
H -4.949 -0.171 1.137 0.10
C 3.455 2.581 2.050 0.01
C 3.201 4.050 1.730 -0.44
C 1.926 4.113 0.870 -0.12
C 0.622 4.042 1.657 -0.18
C 0.569 5.105 2.723 -0.11
C 1.702 5.133 3.779 -0.34
N 3.109 4.808 3.092 -0.04
O 4.011 4.915 3.653 0.31
C 1.647 4.032 4.980 0.04
C 1.836 6.497 4.397 -0.02
C 4.365 4.655 1.051 -0.01
H 4.306 2.581 2.698 0.09
H 3.646 2.030 1.128 0.10
H 2.574 2.163 2.481 0.06
H 2.072 3.358 0.073 0.13
H 1.896 5.082 0.376 0.13
H 0.492 2.998 1.966 0.09
H -0.241 4.111 0.986 0.10
H -0.369 5.237 3.243 0.13
H 0.773 6.060 2.216 0.14
H 0.881 4.318 5.676 0.10
H 2.590 3.978 5.464 0.08
H 1.457 3.115 4.480 0.05
H 2.225 6.541 5.410 0.11
H 0.893 7.012 4.498 0.11
H 2.404 7.186 3.772 0.11
H 4.452 4.258 0.060 0.10
H 5.324 4.615 1.519 0.10
H 4.139 5.720 0.943 0.12

---

[2]
198
Properties=species:S:1:pos:R:3:lowdin_charge:R:1 method="wB97M-V/def2-TZVPD" fmax_ev_per_a=3.5 charge=-1 homo_lumo_gap_ha="0.0517 / 0.3018" relative_energy_kj_mol=416.9 multiplicity=2 molar_mass_da=910.7
C -0.882 2.143 1.773 -0.07
C -1.693 0.823 2.203 -0.21
N -0.983 -0.357 1.705 -0.19
C -1.750 -1.604 1.486 -0.21
C -2.816 -1.360 0.364 -0.07
C 0.294 -0.715 2.335 -0.29
C 1.273 -0.946 1.227 -0.12
H -1.331 2.594 0.888 0.03
H 0.159 1.894 1.568 0.06
H -0.854 3.040 2.391 0.04
H -1.689 0.902 3.290 0.07
H -2.755 0.920 1.977 0.09
H -1.111 -2.409 1.122 0.10
H -2.189 -1.935 2.427 0.09
H -2.511 -0.834 -0.541 0.05
H -3.165 -2.326 -0.001 0.05
H -3.563 -0.706 0.814 0.05
H 0.422 -1.561 3.009 0.10
H 0.724 0.078 2.948 0.09
H 2.196 -0.484 1.577 0.06
H 0.885 -0.394 0.371 0.07
H 1.436 -1.996 0.981 0.06
C -0.571 -4.834 -1.596 -0.10
C 0.222 -5.762 -0.646 -0.23
N 1.466 -4.999 -0.220 -0.17
C 2.525 -5.267 -1.225 -0.23
C 3.708 -4.309 -0.960 -0.11
C 1.739 -5.145 1.167 -0.33
C 2.129 -6.519 1.668 -0.11
H 0.017 -4.378 -2.392 0.05
H -1.089 -4.067 -1.021 0.05
H -1.398 -5.347 -2.088 0.06
H -0.425 -5.998 0.199 0.10
H 0.424 -6.707 -1.152 0.10
H 3.021 -6.225 -1.070 0.10
H 2.171 -5.145 -2.249 0.10
H 3.372 -3.345 -0.579 0.06
H 4.323 -4.720 -0.161 0.06
H 4.403 -4.279 -1.800 0.06
H 0.991 -4.775 1.868 0.11
H 2.635 -4.547 1.337 0.09
H 2.371 -6.380 2.722 0.07
H 3.023 -6.758 1.093 0.06
H 1.294 -7.189 1.462 0.07
C 1.499 -1.505 -2.377 -0.05
C 1.172 -1.506 -3.954 -0.19
N 2.428 -1.680 -4.742 -0.20
C 2.215 -1.250 -6.097 -0.29
C 1.636 -2.286 -6.995 -0.11
C 3.295 -2.842 -4.498 -0.22
C 4.634 -2.824 -5.358 -0.07
H 2.014 -0.550 -2.273 0.06
H 2.181 -2.219 -1.916 0.04
H 0.574 -1.411 -1.809 0.05
H 0.480 -2.306 -4.216 0.09
H 0.721 -0.579 -4.308 0.09
H 1.666 -0.309 -6.061 0.11
H 3.187 -1.080 -6.560 0.10
H 1.583 -1.818 -7.978 0.08
H 2.131 -3.254 -7.070 0.07
H 0.659 -2.605 -6.633 0.06
H 2.800 -3.760 -4.815 0.10
H 3.574 -2.894 -3.446 0.08
H 5.279 -3.598 -4.943 0.07
H 5.112 -1.914 -4.995 0.04
H 4.530 -2.756 -6.441 0.06
C 4.833 7.699 1.639 -0.09
C 3.798 6.622 2.138 -0.27
N 2.390 6.945 1.831 -0.21
C 1.860 8.061 2.637 -0.25
C 1.462 7.759 4.071 -0.10
C 1.607 5.680 1.901 -0.26
C 0.107 5.908 1.512 -0.07
H 5.287 7.962 2.594 0.05
H 4.325 8.568 1.220 0.06
H 5.671 7.431 0.995 0.06
H 4.116 5.674 1.703 0.09
H 3.939 6.499 3.212 0.09
H 0.922 8.254 2.116 0.09
H 2.530 8.885 2.391 0.10
H 2.236 7.266 4.660 0.06
H 0.531 7.203 4.179 0.06
H 1.346 8.729 4.554 0.07
H 2.124 4.943 1.285 0.09
H 1.864 5.265 2.875 0.10
H -0.428 4.964 1.404 0.04
H -0.310 6.457 2.356 0.05
H 0.139 6.523 0.612 0.08
C -4.111 5.561 -1.593 -0.11
C -4.602 4.449 -2.536 -0.29
N -4.971 3.211 -1.897 -0.18
C -5.642 2.398 -2.928 -0.28
C -6.107 1.073 -2.334 -0.09
C -4.023 2.526 -0.949 -0.20
C -2.885 1.902 -1.789 -0.08
H -3.141 5.287 -1.178 0.05
H -4.595 5.702 -0.627 0.07
H -4.190 6.516 -2.112 0.07
H -5.427 4.959 -3.034 0.11
H -3.820 4.257 -3.271 0.10
H -6.531 2.943 -3.245 0.11
H -5.073 2.208 -3.838 0.10
H -6.670 1.348 -1.443 0.08
H -6.633 0.566 -3.144 0.07
H -5.307 0.471 -1.904 0.04
H -4.430 1.778 -0.269 0.09
H -3.703 3.271 -0.220 0.09
H -3.232 1.101 -2.441 0.04
H -2.066 1.487 -1.202 0.05
H -2.362 2.626 -2.413 0.07
C -0.234 1.287 6.107 -0.11
C -0.183 2.588 6.999 -0.24
N 1.045 2.746 7.859 -0.17
C 1.046 4.003 8.677 -0.27
C 1.638 5.123 7.840 -0.10
C 1.188 1.612 8.840 -0.25
C 2.640 1.438 9.478 -0.08
H -1.125 1.444 5.500 0.04
H -0.482 0.440 6.747 0.05
H 0.591 1.185 5.401 0.06
H -0.258 3.423 6.302 0.09
H -1.071 2.644 7.629 0.10
H 0.017 4.155 9.004 0.10
H 1.614 3.937 9.605 0.09
H 1.525 4.843 6.793 0.06
H 1.111 6.058 8.030 0.06
H 2.684 5.259 8.112 0.07
H 0.991 0.733 8.226 0.08
H 0.422 1.481 9.604 0.10
H 2.913 2.292 10.097 0.04
H 3.384 1.221 8.711 0.07
H 2.636 0.646 10.227 0.06
C 7.905 1.986 -1.479 -0.11
C 7.736 0.463 -1.509 -0.21
N 6.729 -0.013 -2.514 -0.19
C 5.346 0.199 -2.285 -0.30
C 4.921 -0.202 -0.884 -0.10
C 7.016 0.274 -3.916 -0.25
C 7.907 -0.847 -4.450 -0.12
H 8.398 2.323 -0.568 0.06
H 6.994 2.582 -1.518 0.06
H 8.514 2.343 -2.310 0.06
H 8.698 0.096 -1.866 0.10
H 7.590 -0.039 -0.553 0.10
H 5.024 1.231 -2.426 0.10
H 4.768 -0.396 -2.991 0.10
H 5.550 0.246 -0.115 0.05
H 3.869 -0.094 -0.621 0.06
H 5.150 -1.262 -0.769 0.07
H 7.556 1.198 -4.120 0.10
H 6.180 0.305 -4.616 0.11
H 8.964 -0.899 -4.192 0.06
H 7.740 -0.989 -5.518 0.06
H 7.674 -1.846 -4.079 0.06
C -3.270 -4.451 4.275 -0.13
C -4.405 -3.559 3.794 -0.25
N -5.706 -4.188 3.453 -0.16
C -5.695 -5.148 2.292 -0.25
C -5.219 -4.475 1.008 -0.11
C -6.454 -4.804 4.550 -0.28
C -6.780 -3.801 5.662 -0.11
H -3.638 -5.228 4.945 0.06
H -2.391 -3.982 4.717 0.06
H -2.819 -4.974 3.432 0.05
H -4.474 -2.953 4.697 0.09
H -4.008 -2.856 3.062 0.09
H -6.706 -5.496 2.082 0.10
H -5.133 -6.051 2.533 0.10
H -5.384 -5.153 0.171 0.07
H -4.144 -4.330 1.117 0.04
H -5.545 -3.459 0.785 0.07
H -7.347 -5.397 4.355 0.11
H -5.730 -5.469 5.021 0.09
H -5.906 -3.465 6.220 0.06
H -7.333 -2.949 5.266 0.07
H -7.390 -4.334 6.391 0.06
C -1.693 -0.801 -7.389 -0.10
C -2.230 -0.286 -6.100 -0.29
N -3.582 -0.658 -5.811 -0.20
C -4.510 -0.658 -6.966 -0.26
C -5.928 -0.406 -6.517 -0.09
C -3.668 -1.919 -5.079 -0.23
C -3.119 -1.580 -3.667 -0.08
H -2.205 -0.277 -8.196 0.06
H -1.830 -1.870 -7.555 0.08
H -0.647 -0.495 -7.417 0.06
H -1.515 -0.651 -5.363 0.09
H -2.221 0.803 -6.066 0.12
H -4.161 0.241 -7.474 0.11
H -4.376 -1.533 -7.603 0.12
H -6.576 -0.456 -7.392 0.07
H -6.262 -1.249 -5.912 0.06
H -6.046 0.443 -5.843 0.07
H -3.101 -2.760 -5.478 0.10
H -4.715 -2.223 -5.044 0.10
H -3.946 -1.237 -3.044 0.05
H -2.466 -0.719 -3.526 0.05
H -2.697 -2.463 -3.187 0.06

---

Per-record DFT total energy, Ha: -5614.61682, -2630.84353